{"formula": "C3H2N2O3", "method": "ωB97M-V with the def2-TZVPD basis set", "orbital_gap_ev": 8.0960, "relative_energy_kj_mol": 831.8, "spin_multiplicity": 1, "elements": ["O", "H", "H", "O", "C", "N", "C", "C", "O", "N"], "xyz": [[-1.779, 0.189, -0.243], [-2.885, 0.060, 0.916], [-1.156, -1.930, 0.234], [1.607, -1.084, -0.116], [0.336, -0.431, -0.286], [2.509, 0.068, -0.075], [0.512, 1.022, -0.208], [-0.854, -0.973, -0.106], [-0.264, 1.960, -0.109], [1.974, 1.118, -0.006]]}

***

{"formula": "C25H40N4O3", "method": "ωB97M-V with the def2-TZVPD basis set", "orbital_gap_ev": 9.6064, "smiles": "Cc1ccc(CNC(=O)[C@@H](NC(=O)C2CCN(C(=O)[C@@H](N)CC(C)C)CC2)C(C)C)cc1", "relative_energy_kj_mol": 0.0, "spin_multiplicity": 1, "elements": ["H", "C", "H", "H", "H", "H", "C", "C", "H", "H", "H", "H", "H", "C", "H", "H", "N", "H", "C", "N", "C", "O", "C", "H", "O", "N", "H", "C", "O", "H", "C", "C", "C", "N", "H", "H", "C", "H", "H", "C", "H", "H", "C", "C", "C", "H", "C", "C", "C", "H", "H", "H", "H", "C", "C", "H", "C", "H", "H", "H", "H", "H", "H", "H", "C", "H", "C", "H", "H", "H", "C", "H"], "xyz": [[-0.488, -0.524, -6.855], [-1.086, -1.008, 0.496], [1.507, 0.773, 1.645], [1.184, -3.187, 4.530], [-2.121, 2.698, 1.971], [-0.185, 5.161, 2.502], [0.739, -0.895, -1.985], [-0.440, -0.858, -4.134], [-0.192, 1.398, -3.144], [0.206, 3.615, -2.264], [-2.149, -0.491, -6.248], [2.657, -1.944, 6.147], [1.592, -2.580, -1.019], [-1.503, 2.701, -1.351], [-0.939, -2.746, -0.759], [-1.595, -1.847, -7.228], [0.003, -1.526, -2.921], [-1.711, -2.435, -4.812], [-0.680, -0.324, 2.772], [-1.186, 1.259, -3.283], [-1.608, 0.060, -3.714], [-1.693, -0.919, 3.111], [-0.857, -1.871, -5.202], [2.644, -0.428, -0.194], [-2.768, -0.298, -3.730], [-0.885, 1.283, 4.588], [2.305, -3.078, 3.173], [0.077, 0.495, 3.822], [1.204, 0.217, -2.170], [-0.055, -2.872, 0.758], [-0.307, -2.195, -0.062], [-2.138, 2.442, -0.145], [1.506, -2.559, 3.702], [-0.286, -0.300, 1.477], [-1.443, 1.853, 3.960], [0.773, 1.201, 3.364], [-1.598, 2.895, 1.046], [3.480, -0.476, 5.619], [-3.068, 1.891, -0.136], [-1.300, -1.134, -6.463], [1.171, 4.390, -0.151], [0.396, -0.247, -4.494], [0.992, -1.711, -0.718], [0.291, -2.827, -5.520], [0.167, 4.141, 2.343], [0.662, -2.435, 3.029], [1.785, -0.884, 0.299], [3.070, -1.426, 5.285], [0.925, 0.234, 0.901], [-3.043, 1.748, -2.530], [-2.193, 3.084, -3.341], [1.138, -2.275, -5.921], [0.101, -1.086, 5.269], [-2.071, 2.229, -2.662], [-0.304, 3.404, -1.335], [-0.458, -2.394, -2.700], [0.824, -0.403, 4.818], [3.882, -2.027, 4.881], [-0.138, 3.547, 3.200], [1.191, 0.258, 5.606], [-1.999, -1.344, 0.992], [1.253, 4.168, 2.299], [-1.532, 0.643, 5.042], [2.431, -0.640, 3.402], [-0.404, 3.605, 1.066], [0.622, -3.364, -4.635], [1.988, -1.209, 4.228], [0.651, 0.937, 0.107], [-0.026, -3.554, -6.263], [2.141, -1.540, 1.093], [0.239, 3.844, -0.143], [-1.347, -0.313, -0.311]]}

***

{"formula": "ClH2NP2", "method": "ωB97M-V with the def2-TZVPD basis set", "orbital_gap_ev": 8.4715, "smiles": "[H]/N=P(\\Cl)=P/[H]", "relative_energy_kj_mol": 108.8, "spin_multiplicity": 1, "elements": ["H", "P", "H", "N", "P", "Cl"], "xyz": [[-0.215, 1.974, -0.086], [0.038, 0.027, 0.079], [-1.095, -1.924, -0.330], [-0.953, 1.313, 0.118], [0.252, -2.048, 0.009], [1.972, 0.658, 0.210]]}

***

{"formula": "C18H13BBrF4IN5O3PtS", "method": "ωB97M-V with the def2-TZVPD basis set", "orbital_gap_ev": [8.6442, 4.9007], "relative_energy_kj_mol": 0.0, "spin_multiplicity": 5, "total_charge": 1, "elements": ["C", "C", "H", "C", "O", "O", "C", "Br", "F", "H", "F", "I", "C", "C", "H", "H", "C", "N", "C", "H", "N", "H", "C", "O", "C", "C", "C", "C", "H", "H", "H", "B", "S", "N", "C", "H", "C", "H", "H", "C", "F", "H", "Pt", "C", "F", "C", "N", "N"], "xyz": [[-0.857, -2.641, -3.375], [1.632, 1.699, 1.882], [2.419, 0.972, 1.733], [0.283, -1.501, -1.546], [4.468, -0.297, -1.068], [0.658, -1.220, 1.254], [-0.864, -2.624, 4.205], [-0.105, -5.177, -4.345], [-3.247, 0.968, 1.419], [2.564, 2.689, 3.526], [-2.509, -0.057, -0.479], [-2.056, 4.740, 2.328], [1.466, -2.462, 3.498], [1.045, -3.714, -2.230], [1.884, 2.898, -4.418], [-1.275, 2.376, 0.515], [1.475, 1.604, -2.708], [0.582, 1.622, 1.049], [-0.288, -1.500, 2.042], [1.892, -2.630, -0.618], [0.388, 1.317, -1.909], [-1.873, -0.724, 1.004], [-0.739, -1.564, -2.549], [3.848, -0.628, -0.097], [-0.434, 3.460, 2.170], [-0.683, 1.995, -2.261], [0.104, -2.215, 3.277], [0.044, -3.719, -3.229], [-1.640, 1.924, -1.755], [0.678, 4.300, 3.803], [-1.631, -2.693, -4.129], [-3.478, 0.922, 0.034], [-0.423, 3.010, -3.584], [2.594, -2.647, 3.666], [1.701, 2.651, 2.876], [2.419, 1.119, -2.519], [1.209, 2.508, -3.676], [1.709, -4.562, -2.139], [-2.247, -1.418, 2.553], [0.651, 3.547, 3.027], [-4.737, 0.527, -0.290], [-1.448, -0.751, -2.625], [0.467, 0.032, -0.360], [-0.433, 2.485, 1.185], [-3.120, 2.152, -0.550], [1.141, -2.639, -1.398], [-1.686, -2.913, 4.964], [-1.550, -1.219, 1.849]]}

***

{"formula": "C6H10NO2S", "method": "ωB97M-V with the def2-TZVPD basis set", "orbital_gap_ev": [8.2729, 8.2735], "relative_energy_kj_mol": 472.1, "spin_multiplicity": 1, "total_charge": 1, "elements": ["C", "N", "H", "H", "H", "H", "C", "H", "O", "C", "H", "H", "H", "C", "H", "S", "H", "C", "C", "O"], "xyz": [[-0.905, 1.067, -0.391], [-0.146, 0.367, 0.359], [-2.576, 1.517, -1.475], [1.603, 0.615, 1.240], [-1.801, -0.563, 1.238], [-0.617, -2.604, 1.684], [1.395, 0.298, 0.293], [0.784, 2.578, -2.000], [1.104, -1.921, 1.117], [1.714, -1.174, 0.073], [-0.340, -0.119, 2.245], [1.213, -1.698, -0.770], [1.645, 1.078, -0.384], [-0.778, -0.536, 1.315], [2.830, -1.201, 0.017], [-1.581, 2.906, -2.799], [-0.769, -2.135, 0.008], [-0.269, 2.426, -2.141], [-0.328, -1.993, 0.961], [-2.177, 1.090, -0.591]]}

***

{"formula": "C29H23BrCl2N8O3Ti", "method": "ωB97M-V with the def2-TZVPD basis set", "orbital_gap_ev": 6.5886, "relative_energy_kj_mol": 33.3, "spin_multiplicity": 1, "elements": ["H", "C", "C", "H", "H", "H", "H", "Br", "H", "C", "C", "O", "C", "N", "C", "C", "O", "H", "C", "H", "O", "C", "H", "C", "C", "H", "C", "H", "N", "C", "N", "Ti", "N", "N", "N", "H", "H", "C", "Cl", "H", "C", "C", "N", "H", "C", "H", "H", "C", "C", "H", "C", "H", "H", "C", "C", "C", "C", "H", "C", "C", "Cl", "C", "C", "C", "H", "N", "H"], "xyz": [[3.707, 1.665, -4.995], [1.646, -0.796, -1.518], [4.582, 1.259, 1.049], [-4.239, -1.952, -0.822], [5.449, -1.989, 1.325], [-0.775, -1.158, 6.244], [-4.681, -1.073, 3.530], [0.451, -2.611, 0.995], [6.467, 0.299, 1.418], [-0.788, -2.631, -2.254], [-2.378, -0.083, -0.211], [2.745, 3.350, 0.727], [-1.122, 4.816, 0.163], [-1.238, 0.639, -0.113], [2.508, 0.257, -3.899], [-1.285, 2.033, 0.060], [-3.505, 0.231, 0.166], [-3.137, -1.456, 5.511], [3.498, -1.234, 0.936], [-3.395, 2.346, -0.154], [0.462, 0.106, 2.302], [-2.350, 4.196, 0.006], [2.915, -2.497, -1.930], [3.236, 1.043, 0.813], [2.973, 0.880, -5.186], [-1.610, -4.337, -3.255], [-2.431, 2.813, -0.040], [1.893, -1.073, 4.267], [-0.129, -0.530, 4.379], [0.029, 4.053, 0.283], [1.219, 0.377, -1.922], [0.647, -0.186, 0.193], [2.695, -0.178, 0.752], [-3.887, -0.886, 2.947], [1.055, 1.795, 0.359], [3.025, -2.204, 0.883], [4.927, 2.283, 1.082], [-3.074, -3.282, -2.075], [-0.983, 6.544, 0.229], [1.222, 1.898, -3.328], [1.619, 0.922, -3.070], [-3.276, -2.188, -1.250], [-0.982, -1.579, -1.470], [2.142, 1.332, -5.728], [-2.654, -0.804, 3.462], [1.321, -0.535, 5.868], [-4.005, -0.577, 1.990], [2.966, -0.996, -3.475], [5.409, 0.168, 1.234], [3.439, 0.139, -5.834], [4.850, -1.102, 1.183], [1.593, 0.643, 4.561], [3.662, -1.542, -4.103], [-2.375, -1.109, 4.831], [-0.040, 2.666, 0.239], [1.257, -0.364, 4.796], [-2.199, -1.359, -0.987], [0.224, -2.786, -2.609], [2.301, 2.210, 0.621], [-1.094, -0.954, 5.231], [-3.813, 5.117, -0.132], [-1.809, -3.502, -2.599], [2.554, -1.534, -2.269], [-0.455, -0.282, 3.053], [-3.892, -3.950, -2.314], [-1.702, -0.427, 2.632], [0.984, 4.536, 0.416]]}

***

{"formula": "C4H13NOS2", "method": "ωB97M-V with the def2-TZVPD basis set", "orbital_gap_ev": [9.6861, 5.0754], "relative_energy_kj_mol": 84.3, "spin_multiplicity": 2, "total_charge": 1, "elements": ["H", "H", "C", "O", "H", "H", "H", "S", "H", "H", "H", "C", "S", "N", "C", "H", "H", "H", "H", "C", "H"], "xyz": [[0.202, 0.074, -2.118], [-1.278, 1.848, -0.252], [0.722, -1.879, -1.337], [2.364, 1.061, 0.675], [-0.745, -1.218, 1.465], [-2.681, 0.903, -0.953], [-1.337, 1.351, -1.925], [-0.239, 0.747, 3.739], [0.518, 1.844, 3.880], [1.685, -1.925, -1.843], [-1.653, -1.195, -0.661], [-1.604, 1.027, -0.904], [-1.164, 0.989, 2.025], [0.343, -0.452, -1.265], [-0.979, -0.348, -0.544], [1.682, 0.889, 0.011], [3.073, 1.592, 0.265], [0.646, -0.218, 0.893], [0.901, -2.238, -0.306], [-0.447, -0.291, 0.974], [-0.010, -2.560, -1.816]]}